(1)
{"formula": "HNO3", "method": "ωB97M-V/def2-TZVPD", "elements": ["N", "O", "H", "O", "O"], "positions_angstrom": [[-1.37, -0.34, 0.36], [-2.31, 0.28, -0.10], [-0.50, -0.22, -0.40], [2.41, -0.35, -0.05], [1.77, 0.63, 0.20]], "max_force_ev_per_a": 3.03, "multiplicity": 1, "homo_energy_ev": -9.61, "smiles": "N=O.O=O", "total_charge": 0, "de_lowest_kcal_mol": 56.1}

---

(2)
{"formula": "C6H9N", "method": "ωB97M-V/def2-TZVPD", "elements": ["C", "C", "C", "C", "C", "C", "N", "H", "H", "H", "H", "H", "H", "H", "H", "H"], "positions_angstrom": [[-1.33, -3.07, 1.44], [-0.86, -1.74, 1.06], [-0.50, -0.63, 0.77], [-0.09, 0.75, 0.47], [1.07, 0.88, -0.50], [0.88, 1.55, -1.80], [1.54, 2.25, -0.70], [-1.38, -3.74, 0.57], [-2.34, -3.01, 1.87], [-0.68, -3.54, 2.18], [0.17, 1.26, 1.41], [-0.95, 1.30, 0.06], [1.81, 0.08, -0.45], [-0.10, 1.94, -2.06], [1.49, 1.23, -2.65], [2.54, 2.28, -0.85]], "max_force_ev_per_a": 0.51, "multiplicity": 1, "homo_energy_ev": -9.38, "smiles": "CC#CC[C@H]1CN1", "total_charge": 0, "de_lowest_kcal_mol": 66.0}

---

(3)
{"formula": "C30H59INO33S9", "method": "ωB97M-V/def2-TZVPD", "elements": ["C", "C", "C", "C", "C", "C", "C", "C", "C", "C", "C", "C", "C", "C", "S", "O", "O", "N", "S", "O", "O", "C", "C", "O", "I", "H", "H", "H", "H", "H", "H", "H", "H", "H", "H", "H", "H", "H", "H", "H", "H", "H", "H", "H", "H", "H", "H", "H", "H", "H", "H", "H", "H", "H", "H", "H", "C", "C", "O", "S", "O", "O", "O", "H", "H", "H", "H", "C", "C", "O", "S", "O", "O", "O", "H", "H", "H", "H", "C", "C", "O", "S", "O", "O", "O", "H", "H", "H", "H", "C", "C", "O", "S", "O", "O", "O", "H", "H", "H", "H", "C", "C", "O", "S", "O", "O", "O", "H", "H", "H", "H", "C", "C", "O", "S", "O", "O", "O", "H", "H", "H", "H", "C", "C", "O", "S", "O", "O", "O", "H", "H", "H", "H"], "positions_angstrom": [[-2.62, -3.62, -9.62], [-1.83, -2.91, -8.45], [-0.47, -2.31, -8.97], [0.47, -2.23, -7.70], [1.66, -1.23, -7.88], [2.00, -0.44, -6.56], [1.85, -1.35, -5.30], [2.83, -0.98, -4.13], [2.23, -1.45, -2.75], [1.73, -0.17, -1.99], [0.83, -0.50, -0.74], [1.36, 0.27, 0.51], [0.39, 1.41, 1.03], [0.38, 2.69, 0.11], [-1.06, 2.75, -1.02], [-2.26, 2.39, -0.28], [-0.81, 1.76, -2.08], [-1.19, 4.21, -1.80], [-1.81, 5.37, -0.81], [-3.25, 5.56, -1.00], [-1.46, 5.25, 0.60], [-1.06, 6.94, -1.45], [0.40, 6.57, -1.89], [1.29, 6.53, -1.14], [0.65, 6.08, -4.01], [-2.28, -3.23, -10.61], [-2.54, -4.73, -9.60], [-3.70, -3.37, -9.50], [-2.46, -2.08, -8.04], [-1.66, -3.65, -7.64], [-0.68, -1.27, -9.31], [-0.02, -2.92, -9.80], [-0.20, -1.98, -6.85], [0.90, -3.25, -7.56], [1.44, -0.48, -8.67], [2.57, -1.79, -8.22], [1.31, 0.43, -6.55], [3.04, -0.05, -6.65], [0.81, -1.29, -4.91], [2.12, -2.39, -5.61], [3.78, -1.53, -4.35], [3.04, 0.12, -4.15], [3.02, -1.99, -2.17], [1.41, -2.17, -2.95], [1.20, 0.46, -2.74], [2.65, 0.40, -1.71], [-0.25, -0.37, -0.93], [0.99, -1.59, -0.54], [2.40, 0.66, 0.39], [1.43, -0.48, 1.34], [-0.63, 1.06, 1.27], [0.82, 1.77, 2.00], [1.35, 2.87, -0.41], [0.25, 3.56, 0.80], [-1.08, 7.74, -0.67], [-1.58, 7.29, -2.37], [1.53, 6.68, 4.73], [0.31, 7.39, 5.29], [-0.67, 7.31, 4.25], [-0.46, 5.92, 3.42], [-1.36, 4.96, 3.93], [-0.36, 6.23, 2.05], [1.02, 5.57, 3.99], [2.08, 7.33, 4.04], [2.20, 6.34, 5.51], [0.51, 8.42, 5.54], [-0.08, 6.86, 6.16], [-3.47, -0.25, 4.00], [-2.55, -0.55, 5.16], [-1.89, -1.77, 4.79], [-1.72, -1.82, 3.19], [-0.41, -1.38, 2.86], [-2.26, -3.05, 2.72], [-2.74, -0.63, 2.83], [-4.38, -0.85, 4.05], [-3.74, 0.81, 3.95], [-3.08, -0.66, 6.10], [-1.78, 0.23, 5.26], [-2.04, 0.91, 10.32], [-2.09, 2.07, 9.34], [-2.72, 1.52, 8.18], [-3.79, 0.40, 8.63], [-5.08, 0.99, 8.66], [-3.51, -0.80, 7.90], [-3.28, 0.21, 10.14], [-1.22, 0.24, 10.08], [-1.94, 1.25, 11.35], [-1.11, 2.45, 9.10], [-2.72, 2.88, 9.72], [0.77, -2.29, 12.35], [1.32, -3.11, 11.20], [1.48, -2.18, 10.13], [1.84, -0.73, 10.73], [3.24, -0.55, 10.66], [0.91, 0.21, 10.19], [1.44, -1.03, 12.26], [-0.30, -2.12, 12.23], [0.95, -2.76, 13.31], [0.67, -3.92, 10.91], [2.31, -3.51, 11.44], [-1.37, 0.87, -5.12], [-2.52, 1.54, -4.40], [-3.60, 1.54, -5.36], [-3.49, 0.23, -6.29], [-4.37, -0.76, -5.78], [-3.51, 0.64, -7.65], [-1.98, -0.18, -5.90], [-0.88, 1.55, -5.81], [-0.64, 0.45, -4.43], [-2.28, 2.55, -4.09], [-2.84, 0.96, -3.53], [-0.22, -5.90, 7.17], [1.07, -5.39, 6.57], [1.94, -5.20, 7.69], [1.60, -6.30, 8.81], [2.52, -7.38, 8.68], [1.39, -5.63, 10.05], [0.18, -6.78, 8.23], [-0.81, -5.09, 7.60], [-0.83, -6.44, 6.44], [0.93, -4.45, 6.03], [1.52, -6.13, 5.91], [3.85, -1.11, -12.11], [4.38, -2.32, -12.85], [3.88, -3.45, -12.12], [2.44, -3.07, -11.48], [1.43, -3.57, -12.34], [2.48, -3.36, -10.10], [2.53, -1.48, -11.69], [4.45, -0.91, -11.21], [3.82, -0.22, -12.73], [5.46, -2.35, -12.90], [3.97, -2.37, -13.87]], "max_force_ev_per_a": 3.48, "multiplicity": 1, "homo_energy_ev": -6.26, "total_charge": -1}

---

(4)
{"formula": "C31H61BF5N8O9P2", "method": "ωB97M-V/def2-TZVPD", "elements": ["C", "C", "P", "C", "C", "C", "C", "C", "N", "P", "O", "B", "C", "O", "C", "C", "F", "F", "C", "C", "C", "C", "C", "C", "F", "F", "F", "C", "H", "H", "H", "H", "H", "H", "H", "H", "H", "H", "H", "H", "H", "H", "H", "H", "H", "H", "H", "H", "H", "H", "H", "H", "H", "H", "O", "C", "N", "C", "H", "H", "H", "H", "H", "O", "C", "N", "C", "H", "H", "H", "H", "H", "O", "C", "N", "C", "H", "H", "H", "H", "H", "O", "C", "N", "C", "H", "H", "H", "H", "H", "O", "C", "N", "C", "H", "H", "H", "H", "H", "O", "C", "N", "C", "H", "H", "H", "H", "H", "O", "C", "N", "C", "H", "H", "H", "H", "H"], "positions_angstrom": [[3.35, -0.43, 2.00], [4.07, 0.06, 0.72], [3.77, 1.86, 0.37], [5.03, 2.22, -0.96], [5.28, 3.72, -1.19], [2.15, 2.06, -0.54], [1.84, 3.61, -0.64], [0.92, 3.80, 0.60], [0.18, 2.52, 0.92], [-1.53, 2.93, 0.49], [-1.70, 3.60, -0.81], [0.15, 2.33, 2.46], [0.12, 0.92, 3.16], [0.08, 3.47, 3.22], [0.88, 1.46, 0.11], [-0.01, 0.60, -0.79], [-0.98, 0.07, -0.03], [-0.55, 1.32, -1.79], [0.82, -0.51, -1.43], [1.19, -1.63, -0.69], [1.97, -2.62, -1.29], [2.38, -2.49, -2.61], [1.98, -1.39, -3.38], [2.39, -1.21, -4.81], [1.92, -0.05, -5.31], [2.01, -2.17, -5.61], [3.73, -1.14, -4.83], [1.19, -0.41, -2.77], [3.88, -1.33, 2.34], [3.46, 0.32, 2.79], [2.32, -0.74, 1.83], [5.14, 0.00, 0.91], [3.89, -0.58, -0.15], [4.81, 1.68, -1.89], [5.95, 1.77, -0.57], [5.37, 4.23, -0.22], [4.43, 4.14, -1.74], [6.19, 3.87, -1.77], [2.31, 1.77, -1.58], [2.73, 4.16, -0.36], [1.41, 3.86, -1.61], [0.31, 4.68, 0.41], [1.60, 4.13, 1.38], [-2.33, 1.77, 0.65], [-1.93, 3.82, 1.52], [-0.71, 0.33, 2.74], [1.07, 0.40, 3.05], [-0.06, 1.07, 4.22], [0.84, 3.50, 3.82], [1.30, 0.70, 0.78], [0.90, -1.75, 0.35], [2.28, -3.50, -0.73], [3.00, -3.24, -3.08], [0.90, 0.45, -3.35], [-2.11, -3.04, 2.61], [-3.04, -2.78, 1.85], [-4.06, -3.65, 1.67], [-3.09, -1.50, 1.05], [-4.83, -3.48, 1.05], [-4.03, -4.51, 2.19], [-2.22, -1.46, 0.42], [-3.09, -0.66, 1.74], [-3.98, -1.44, 0.43], [-6.49, 5.97, 0.51], [-5.34, 5.70, 0.27], [-5.00, 4.65, -0.53], [-4.18, 6.51, 0.81], [-4.06, 4.40, -0.75], [-5.75, 4.09, -0.90], [-4.22, 6.49, 1.90], [-4.27, 7.54, 0.47], [-3.21, 6.12, 0.48], [-3.27, -7.56, 2.72], [-3.02, -7.11, 3.83], [-2.16, -6.08, 4.00], [-3.66, -7.66, 5.08], [-1.94, -5.69, 4.90], [-1.72, -5.69, 3.18], [-3.41, -8.71, 5.18], [-4.74, -7.55, 5.00], [-3.32, -7.13, 5.98], [-1.27, -6.34, -1.93], [-2.44, -6.37, -1.59], [-3.41, -6.83, -2.42], [-2.90, -5.90, -0.23], [-4.38, -6.87, -2.17], [-3.13, -7.15, -3.33], [-2.63, -4.86, -0.11], [-2.41, -6.49, 0.54], [-3.98, -6.00, -0.11], [-4.26, 0.70, -0.69], [-4.86, 1.20, -1.63], [-4.20, 1.85, -2.62], [-6.36, 1.14, -1.77], [-4.65, 2.27, -3.41], [-3.19, 1.91, -2.55], [-6.81, 1.62, -0.90], [-6.67, 0.10, -1.80], [-6.71, 1.64, -2.67], [6.35, 1.08, -6.96], [5.29, 1.30, -7.51], [5.16, 2.29, -8.43], [4.04, 0.50, -7.22], [4.30, 2.50, -8.90], [5.97, 2.84, -8.64], [3.79, 0.59, -6.18], [4.23, -0.55, -7.45], [3.20, 0.85, -7.81], [3.35, 0.55, 4.82], [3.46, 0.97, 5.96], [4.27, 2.01, 6.26], [2.71, 0.35, 7.12], [4.38, 2.37, 7.19], [4.78, 2.44, 5.51], [2.99, -0.70, 7.20], [1.64, 0.42, 6.93], [2.93, 0.85, 8.06]], "max_force_ev_per_a": 3.02, "multiplicity": 1, "homo_energy_ev": -10.99, "total_charge": 1}

---

(5)
{"formula": "C10H22F2P", "method": "ωB97M-V/def2-TZVPD", "elements": ["C", "C", "C", "C", "C", "C", "C", "C", "C", "C", "F", "F", "P", "H", "H", "H", "H", "H", "H", "H", "H", "H", "H", "H", "H", "H", "H", "H", "H", "H", "H", "H", "H", "H", "H"], "positions_angstrom": [[-4.73, 1.66, -0.96], [4.35, 1.47, -0.50], [4.78, -1.13, -0.37], [-4.41, 0.61, 0.04], [-2.91, 0.33, -0.08], [-2.64, -0.79, 0.86], [-1.43, -1.63, 0.48], [-0.14, -1.05, 1.00], [0.94, -1.10, -0.08], [4.01, 0.17, 0.14], [1.43, 1.42, 1.45], [1.87, 1.06, -1.25], [2.22, 0.10, -0.05], [-4.92, 2.70, -0.67], [-4.01, 1.77, -1.74], [-5.60, 1.44, -1.60], [4.12, 2.36, 0.07], [4.11, 1.70, -1.48], [5.37, 1.67, -0.43], [4.39, -2.06, -0.09], [5.69, -1.21, 0.13], [4.86, -1.19, -1.44], [-5.00, -0.30, -0.04], [-4.53, 1.00, 1.05], [-2.44, 0.27, -1.00], [-2.46, 1.30, 0.48], [-3.48, -1.49, 1.02], [-2.49, -0.35, 1.76], [-1.45, -1.68, -0.55], [-1.39, -2.66, 0.83], [0.35, -1.65, 1.74], [-0.33, -0.04, 1.40], [0.40, -0.71, -0.94], [1.26, -2.10, -0.35], [4.21, 0.11, 1.16]], "max_force_ev_per_a": 5.83, "multiplicity": 1, "homo_energy_ev": -13.12, "total_charge": 1}

---

(6)
{"formula": "C13H17CoF6N2OPS", "method": "ωB97M-V/def2-TZVPD", "elements": ["Co", "N", "C", "C", "C", "N", "H", "H", "H", "H", "H", "H", "H", "H", "H", "H", "C", "C", "O", "S", "C", "C", "C", "C", "C", "C", "C", "C", "H", "H", "H", "H", "H", "H", "H", "F", "P", "F", "F", "F", "F", "F"], "positions_angstrom": [[0.22, 0.11, 0.12], [0.24, 2.16, 0.24], [-0.39, 2.98, -0.82], [-1.80, 2.51, -1.12], [-1.87, 1.12, -1.72], [-1.50, 0.08, -0.72], [-0.20, 2.38, 1.14], [1.21, 2.43, 0.37], [0.23, 2.87, -1.72], [-0.37, 4.04, -0.54], [-2.26, 3.21, -1.82], [-2.42, 2.56, -0.21], [-1.18, 1.03, -2.55], [-2.88, 0.91, -2.08], [-1.67, -0.84, -1.12], [-2.14, 0.14, 0.08], [3.67, -10.50, -1.44], [2.91, -9.23, -1.62], [1.96, -8.96, -2.23], [3.88, -7.84, -0.56], [3.14, -6.36, -0.75], [1.98, -6.08, -1.58], [1.47, -4.84, -1.61], [2.06, -3.76, -0.83], [3.23, -4.04, -0.03], [3.75, -5.28, 0.00], [1.51, -2.53, -0.80], [0.94, -1.42, -0.70], [3.12, -11.30, -1.92], [3.81, -10.70, -0.38], [4.65, -10.39, -1.90], [1.54, -6.88, -2.15], [0.61, -4.61, -2.22], [3.66, -3.23, 0.54], [4.62, -5.51, 0.61], [-0.40, -0.83, 1.82], [0.98, -0.57, 2.84], [1.67, 0.16, 1.37], [0.24, -1.24, 4.03], [1.54, -1.96, 2.27], [2.32, -0.25, 3.57], [0.38, 0.87, 3.12]], "max_force_ev_per_a": 1.00, "multiplicity": 2, "homo_energy_ev": [-16.03, -15.72], "s_squared": 0.818, "total_charge": 2, "de_lowest_kcal_mol": 9.5}

---

(7)
{"formula": "C36H36", "method": "ωB97M-V/def2-TZVPD", "elements": ["C", "C", "C", "C", "C", "C", "H", "H", "H", "H", "H", "H", "C", "C", "C", "C", "C", "C", "H", "H", "H", "H", "H", "H", "C", "C", "C", "C", "C", "C", "H", "H", "H", "H", "H", "H", "C", "C", "C", "C", "C", "C", "H", "H", "H", "H", "H", "H", "C", "C", "C", "C", "C", "C", "H", "H", "H", "H", "H", "H", "C", "C", "C", "C", "C", "C", "H", "H", "H", "H", "H", "H"], "positions_angstrom": [[-1.21, -1.85, -0.85], [-0.87, -0.84, -1.72], [-0.18, -1.10, -2.92], [0.15, -2.40, -3.22], [-0.21, -3.46, -2.28], [-0.92, -3.17, -1.15], [-1.84, -1.62, 0.01], [-1.10, 0.28, -1.44], [0.01, -0.36, -3.68], [0.68, -2.65, -4.12], [0.08, -4.54, -2.42], [-1.16, -3.97, -0.52], [-0.40, 2.85, -1.64], [0.80, 2.57, -2.24], [1.73, 1.77, -1.60], [1.55, 1.41, -0.24], [0.29, 1.71, 0.35], [-0.62, 2.52, -0.33], [-1.16, 3.37, -2.23], [0.85, 2.87, -3.30], [2.63, 1.67, -2.12], [2.23, 0.74, 0.32], [0.07, 1.27, 1.30], [-1.54, 2.80, 0.06], [-3.85, 1.70, -3.36], [-3.12, 1.13, -4.41], [-2.65, 1.96, -5.43], [-3.04, 3.30, -5.45], [-3.84, 3.81, -4.49], [-4.30, 2.99, -3.45], [-4.18, 1.02, -2.56], [-2.94, 0.07, -4.35], [-2.13, 1.65, -6.32], [-2.64, 3.95, -6.22], [-4.05, 4.88, -4.43], [-5.04, 3.43, -2.77], [0.82, 5.47, 1.87], [0.30, 5.55, 0.54], [-0.99, 5.93, 0.33], [-1.85, 6.18, 1.40], [-1.38, 5.93, 2.66], [-0.08, 5.59, 2.92], [1.88, 5.13, 2.01], [0.90, 5.25, -0.34], [-1.43, 5.94, -0.66], [-2.88, 6.41, 1.25], [-2.11, 6.04, 3.39], [0.17, 5.32, 3.96], [1.87, -1.53, 2.35], [2.35, -2.27, 1.26], [3.65, -2.78, 1.32], [4.48, -2.48, 2.35], [4.03, -1.67, 3.36], [2.70, -1.27, 3.45], [0.84, -1.18, 2.31], [1.76, -2.40, 0.40], [3.96, -3.28, 0.44], [5.53, -2.70, 2.39], [4.75, -1.43, 4.15], [2.40, -0.73, 4.30], [-0.10, -6.25, 2.44], [0.00, -7.34, 3.25], [0.97, -7.34, 4.25], [1.84, -6.29, 4.45], [1.69, -5.11, 3.68], [0.68, -5.14, 2.69], [-0.80, -6.15, 1.64], [-0.60, -8.22, 3.27], [1.09, -8.17, 4.92], [2.50, -6.33, 5.30], [2.37, -4.21, 3.83], [0.62, -4.23, 2.13]], "max_force_ev_per_a": 2.60, "multiplicity": 1, "homo_energy_ev": -9.06, "smiles": "c1ccccc1.c1ccccc1.c1ccccc1.c1ccccc1.c1ccccc1.c1ccccc1", "total_charge": 0, "de_lowest_kcal_mol": 38.2}

---

(8)
{"formula": "C24H13BrCl2IN4O6V", "method": "ωB97M-V/def2-TZVPD", "elements": ["V", "O", "Cl", "O", "O", "O", "Br", "C", "C", "C", "C", "C", "C", "N", "N", "C", "C", "C", "C", "O", "C", "N", "C", "C", "C", "C", "H", "H", "H", "H", "H", "H", "H", "H", "H", "Cl", "C", "C", "C", "I", "C", "O", "C", "N", "C", "C", "C", "C", "H", "H", "H", "H"], "positions_angstrom": [[-1.96, 0.66, -1.54], [-5.11, 2.43, -0.77], [-3.69, 2.27, -0.48], [-3.05, 2.82, 0.72], [-2.77, 2.56, -1.83], [-3.58, 0.60, -0.31], [6.23, -0.02, 8.51], [5.13, -0.07, 7.00], [4.57, 1.15, 6.54], [3.76, 1.10, 5.41], [3.46, -0.13, 4.76], [4.07, -1.34, 5.22], [4.89, -1.29, 6.36], [2.62, -0.02, 3.62], [2.23, -1.15, 3.15], [1.34, -1.05, 2.07], [0.74, -2.27, 1.68], [-0.25, -2.37, 0.71], [-0.68, -1.18, 0.06], [-1.60, -1.19, -0.85], [-0.03, 0.08, 0.41], [-0.52, 1.20, -0.21], [0.08, 2.39, -0.05], [1.14, 2.54, 0.85], [1.61, 1.44, 1.56], [1.01, 0.18, 1.37], [4.76, 2.06, 7.07], [3.28, 1.99, 5.01], [3.83, -2.25, 4.70], [5.35, -2.19, 6.77], [1.07, -3.12, 2.27], [-0.74, -3.30, 0.44], [-0.30, 3.24, -0.63], [1.53, 3.53, 1.03], [2.40, 1.53, 2.28], [-2.10, -2.12, -7.73], [-1.70, -1.34, -6.26], [-0.35, -1.26, -5.90], [0.09, -0.67, -4.75], [1.99, -0.45, -4.04], [-0.94, -0.14, -3.91], [-0.43, 0.58, -2.94], [-2.36, -0.29, -4.19], [-3.20, 0.10, -3.20], [-4.51, 0.03, -3.45], [-5.00, -0.43, -4.69], [-4.14, -0.89, -5.68], [-2.75, -0.86, -5.45], [0.36, -1.70, -6.60], [-5.20, 0.34, -2.67], [-6.07, -0.40, -4.83], [-4.50, -1.30, -6.61]], "max_force_ev_per_a": 4.85, "multiplicity": 2, "homo_energy_ev": [-10.29, -10.29], "s_squared": 1.181, "total_charge": 1, "de_lowest_kcal_mol": 0.0}